(1)
DFT (ωB97M-V/def2-TZVPD) results for a structure of composition C31H48I3N3O11.

```
96
Properties=species:S:1:pos:R:3:forces:R:3
C 2.184 -3.983 -6.042 -0.4 -1.0 -0.6
O 1.673 -2.706 -5.520 2.0 -0.9 0.5
C 2.629 -2.268 -4.524 1.2 -0.5 0.4
C 3.496 -0.970 -4.954 0.4 -0.7 -0.4
C 2.656 0.197 -5.658 0.4 3.5 4.1
O 2.504 1.275 -5.018 0.4 -4.7 -3.3
I 1.822 -0.021 -7.668 0.5 0.0 0.8
C 1.950 -2.035 -3.042 -0.1 0.2 -3.4
O 0.548 -2.463 -3.212 0.3 3.1 1.3
C -0.358 -1.449 -2.784 -3.5 -0.9 3.0
O -1.178 -1.766 -1.860 3.6 1.3 -3.8
C -0.485 0.020 -3.372 0.2 3.7 -0.8
C -0.529 1.190 -2.314 -0.4 1.5 -3.1
C -0.703 2.697 -2.746 -0.1 -2.2 -2.7
C -0.842 3.104 -4.264 0.6 -4.7 1.4
C -0.777 1.921 -5.299 -0.1 -0.4 3.2
C -0.611 0.411 -4.872 -0.1 2.5 2.5
O 2.638 -2.906 -2.159 -1.2 1.7 0.6
C 2.568 -2.663 -0.769 -1.7 -2.0 0.9
C 1.946 -1.342 -0.176 0.8 1.2 1.8
C 3.161 -0.434 0.434 -0.2 3.9 -2.3
O 3.373 0.706 -0.090 -0.8 -4.6 2.1
O 3.977 -2.742 -0.280 1.9 -0.2 -4.2
C 4.842 -2.694 -1.419 1.6 2.4 -1.5
N 5.555 -2.375 -2.353 -3.7 -2.1 5.2
C 1.773 -3.938 -0.115 -0.1 -1.2 2.9
I 0.682 -5.368 -1.399 1.0 1.4 0.4
C 1.750 -4.234 1.279 0.4 1.4 -2.4
C 2.519 -3.351 2.369 0.3 -1.4 0.7
I 0.641 -5.973 2.065 1.0 1.5 -0.3
H 2.206 -4.780 -5.210 0.0 1.3 -1.1
H 3.234 -3.889 -6.496 -1.4 0.1 0.7
H 1.499 -4.389 -6.878 0.9 1.0 1.4
H 3.399 -3.130 -4.412 -1.1 1.6 0.2
H 4.027 -0.581 -3.997 -1.1 -0.3 -1.7
H 4.363 -1.306 -5.649 -1.7 0.5 0.9
H 2.047 -0.909 -2.855 -0.3 -1.7 0.4
H -0.459 1.007 -1.183 -0.1 0.1 -2.0
H -0.767 3.546 -1.964 0.2 -1.9 -1.3
H -0.993 4.201 -4.595 0.3 -2.2 0.6
H -0.897 2.186 -6.407 0.3 -0.7 1.9
H -0.599 -0.411 -5.668 0.0 1.4 1.3
H 1.270 -1.586 0.735 1.1 0.1 -1.8
H 1.345 -0.642 -0.836 1.0 -1.1 0.5
H 3.798 -0.741 1.333 -1.0 0.0 -1.1
H 3.651 -3.358 2.121 -2.0 0.3 0.3
H 2.441 -3.894 3.393 0.0 0.9 -1.8
H 2.095 -2.302 2.538 0.6 -1.5 -0.5
C -0.490 9.196 0.797 0.2 -0.1 -0.2
O 0.912 8.983 0.740 -0.3 0.1 0.4
C 1.527 8.926 2.030 0.5 -0.3 -0.2
C 2.027 7.512 2.323 -0.6 0.1 0.0
N 0.911 6.589 2.543 0.3 0.1 -0.1
C 1.309 5.180 2.576 -0.3 0.1 -0.2
C 1.897 4.582 1.288 -0.1 -0.4 0.3
O 0.963 4.481 0.217 0.3 0.3 0.1
C 0.830 5.660 -0.562 -0.2 -0.3 0.0
H -0.846 9.375 -0.220 0.1 0.0 0.1
H -1.002 8.312 1.187 -0.2 0.1 0.1
H -0.731 10.069 1.409 -0.1 -0.1 0.0
H 0.861 9.289 2.819 -0.1 -0.1 -0.1
H 2.389 9.597 1.993 0.0 0.0 0.0
H 2.657 7.530 3.218 0.0 0.0 0.0
H 2.643 7.193 1.477 0.2 0.1 0.0
H 0.231 6.711 1.799 0.1 0.0 0.1
H 0.409 4.610 2.830 0.1 -0.1 0.0
H 2.017 5.030 3.399 0.0 0.1 -0.1
H 2.193 3.552 1.518 0.0 0.0 -0.1
H 2.812 5.088 0.964 -0.1 0.2 -0.1
H 1.760 6.232 -0.619 -0.1 0.0 0.1
H 0.022 6.280 -0.168 0.1 0.3 -0.1
H 0.547 5.365 -1.575 0.1 -0.1 0.0
C -2.410 -2.901 2.241 0.1 -0.4 0.0
O -2.347 -3.747 3.381 -0.1 0.5 0.0
C -2.739 -3.092 4.590 -0.1 -0.6 0.3
C -4.059 -3.664 5.104 0.0 0.3 -0.5
N -5.178 -3.274 4.241 0.1 -0.2 0.2
C -6.422 -3.992 4.529 0.1 0.0 -0.3
C -6.428 -5.512 4.302 -0.5 0.1 -0.1
O -6.311 -5.893 2.934 0.3 0.0 0.4
C -4.978 -5.974 2.455 -0.3 0.0 -0.3
H -1.955 -3.431 1.402 0.0 0.0 0.1
H -3.447 -2.675 1.980 0.0 0.2 -0.1
H -1.855 -1.973 2.409 -0.1 0.1 0.0
H -2.790 -2.005 4.472 -0.1 -0.1 -0.1
H -1.959 -3.307 5.326 0.0 0.0 0.0
H -4.245 -3.293 6.117 0.0 0.0 0.0
H -3.957 -4.752 5.151 0.2 -0.1 0.2
H -4.925 -3.451 3.275 0.0 0.1 0.2
H -7.189 -3.553 3.883 0.0 -0.1 0.1
H -6.723 -3.781 5.562 0.1 -0.1 0.0
H -7.407 -5.881 4.627 0.0 0.0 -0.1
H -5.692 -6.038 4.920 0.2 0.1 -0.1
H -4.271 -6.277 3.233 0.0 0.1 0.0
H -4.677 -5.020 2.016 0.3 0.0 0.1
H -4.950 -6.719 1.657 -0.1 0.0 0.1
```
Positions in Å, forces in eV/Å.

Calculated values
**Frontier orbital gap**: 0.29868 Ha
**Highest occupied orbital energy**: -8.6 eV
**E_tot**: -84204.827 eV
**Largest force on an atom**: 0.1307 hartree/bohr
**Net charge**: 0

Löwdin atomic charge list, values in e, 2 entries:
1. C -0.086
2. O -0.229



(2)
DFT (ωB97M-V/def2-TZVPD) results for the molecule C3H7N3O2.

```
15
Properties=species:S:1:pos:R:3:forces:R:3
C 2.218 -0.475 -0.364 1.6 0.2 -2.3
O 0.879 -0.214 -0.195 -0.9 0.4 0.9
N 0.758 0.751 0.888 1.1 -0.2 -1.5
C -0.240 1.498 0.635 -1.3 0.7 0.9
N -1.229 1.450 -0.326 1.0 -1.2 -0.2
C -1.722 0.312 -0.736 -0.5 1.4 0.5
N -1.742 -0.897 -0.129 0.1 0.7 -0.3
O -1.281 -1.062 1.175 0.3 0.3 -0.8
H 2.733 -0.657 0.543 0.4 0.0 1.2
H 2.776 0.359 -0.936 -0.9 -1.1 0.8
H 2.270 -1.400 -0.955 0.1 0.3 0.0
H -0.262 2.308 1.365 -0.5 0.1 -0.2
H -2.322 0.382 -1.663 0.3 -0.5 0.5
H -2.521 -1.482 -0.342 -0.1 -0.5 0.0
H -0.316 -0.874 1.041 -0.6 -0.5 0.5
```
Positions in Å, forces in eV/Å.

Calculated values
**Frontier orbital gap**: 0.35862 Ha
**Highest occupied orbital energy**: -8.9 eV
**E_tot**: -11785.427 eV
**Largest force on an atom**: 0.0552 hartree/bohr
**Energy above the lowest of the compared OMol25 structures with the same formula, charge and spin**: 135.73 kcal per mole
**Net charge**: 0

natural (NBO) atomic charge list, values in e, 2 entries:
1. C -0.239
2. O -0.467



(3)
DFT (ωB97M-V/def2-TZVPD) results for a structure of composition C3H3IN2O.

```
10
Properties=species:S:1:pos:R:3:forces:R:3
C -1.198 -0.154 -1.823 2.5 1.9 1.5
C -0.563 0.483 -0.553 -0.5 0.2 -0.5
C -2.109 -0.927 -2.514 -2.3 0.2 -1.6
N -0.124 0.574 -1.910 -1.1 -1.0 -0.9
N 0.171 -0.360 0.263 2.1 -1.7 -0.8
O -2.465 -1.970 -2.918 0.9 0.7 0.8
I -3.618 0.952 -2.879 0.4 -0.7 0.1
H -0.919 1.417 -0.060 -0.3 -0.9 -0.6
H -0.427 -0.899 0.873 0.3 -0.2 0.2
H 0.844 -0.982 -0.341 -1.9 1.4 1.8
```
Positions in Å, forces in eV/Å.

Calculated values
**Frontier orbital gap**: 0.30833 Ha
**Highest occupied orbital energy**: -9.4 eV
**E_tot**: -16284.634 eV
**Largest force on an atom**: 0.0672 hartree/bohr
**Energy above the lowest of the compared OMol25 structures with the same formula, charge and spin**: 54.46 kcal per mole
**Net charge**: 0

natural (NBO) atomic charge list, values in e, 2 entries:
1. C -0.005
2. C 0.144